# C15H20N3O

A cluster of 2 separate species, C15H20N3O in total in a non-equilibrium geometry (ωB97M-V/def2-TZVPD, OMol25).

Geometry (Å):
C (-2.87, -0.27, 5.27)
O (-2.19, -1.21, 4.42)
C (-1.46, -0.75, 3.38)
C (-0.89, -1.72, 2.51)
C (-0.15, -1.33, 1.42)
C (0.13, 0.04, 1.19)
C (1.07, 0.38, 0.15)
N (2.11, 1.16, 0.39)
C (3.08, 1.44, -0.67)
C (2.44, 1.65, 1.72)
C (-0.46, 1.01, 2.04)
C (-1.23, 0.63, 3.13)
H (-3.44, -0.90, 5.95)
H (-2.15, 0.34, 5.83)
H (-3.54, 0.39, 4.69)
H (-1.05, -2.78, 2.75)
H (0.28, -2.07, 0.74)
H (1.09, -0.18, -0.78)
H (3.74, 2.23, -0.30)
H (3.68, 0.55, -0.91)
H (2.57, 1.77, -1.59)
H (3.47, 2.01, 1.67)
H (1.79, 2.48, 2.02)
H (2.37, 0.86, 2.48)
H (-0.29, 2.07, 1.86)
H (-1.64, 1.39, 3.80)
N (0.39, -0.25, -2.25)
C (1.04, -1.01, -3.15)
C (0.48, -1.37, -4.38)
C (-0.80, -0.88, -4.70)
N (-1.40, -1.23, -5.86)
C (-1.45, -0.01, -3.79)
C (-0.81, 0.28, -2.58)
H (2.04, -1.35, -2.88)
H (1.03, -2.01, -5.07)
H (-2.33, -0.89, -6.10)
H (-0.95, -1.85, -6.52)
H (-2.43, 0.41, -4.01)
H (-1.26, 0.95, -1.86)

For the molar mass, the calculation gives 258.34 g mol⁻¹. Its highest occupied orbital energy is -11.37 eV. As for the total charge: +1. As for the spin multiplicity: 1. The calculation puts the max |F| at 3.2 eV/A. The value obtained for the energy above the lowest of the compared OMol25 structures with the same formula, charge and spin is 0.1549 eV.

And the Mulliken charges, in e, turn out to be: C -0.812; O -0.426; C 0.811; C -0.816; C -0.286; C -0.112; C -0.323; N 0.180; C -0.886; C -0.849; C -0.603; C -0.370; H 0.248; H 0.343; H 0.349; H 0.423; H 0.430; H 0.795; H 0.354; H 0.308; H 0.329; H 0.363; H 0.301; H 0.371; H 0.577; H 0.394; N -0.290; C -0.426; C -0.775; C 1.246; N -0.460; C -0.786; C -0.362; H 0.374; H 0.285; H 0.196; H 0.199; H 0.296; H 0.411